44
Properties=species:S:1:pos:R:3:forces:R:3:nbo_charge:R:1 method="wB97M-V/def2-TZVPD" charge=0 smiles="N[C@]1(C(F)(F)C(F)F)CCOC1=O.CCCC#N.CCCC#N" lumo_energy_ev=0.56 energy_ha=-1260.27691 max_force_ev_per_a=1.13 de_lowest_kj_mol=23.0
N -3.429744 -3.906326 2.134842 0.04 -0.03 -0.12 -0.812
C -3.034079 -2.751308 1.349592 0.52 -0.65 -0.01 -0.076
C -4.156110 -1.910438 0.695453 -0.04 0.39 -0.24 0.624
F -3.911170 -0.573435 0.922614 -0.06 -0.47 -0.29 -0.329
F -4.189180 -2.075016 -0.664574 -0.10 0.02 0.61 -0.323
C -5.557474 -2.184908 1.246027 -0.36 0.38 -0.42 0.515
F -6.429053 -1.317123 0.653110 0.26 -0.39 0.21 -0.323
F -5.947370 -3.449386 0.931143 0.02 0.24 0.00 -0.333
C -1.956172 -3.177609 0.357392 1.02 0.47 0.17 -0.436
C -0.657069 -2.563628 0.924074 0.08 0.27 -0.75 -0.076
O -1.006897 -1.705916 2.017872 -0.09 -0.24 0.24 -0.469
C -2.275861 -1.894690 2.375384 -0.48 0.42 0.60 0.813
O -2.765761 -1.492414 3.397907 0.28 -0.06 -0.46 -0.575
H -3.859940 -4.625260 1.576627 -0.21 -0.06 -0.01 0.378
H -3.995258 -3.664528 2.934431 -0.08 0.00 0.08 0.379
H -5.599708 -2.031735 2.321116 0.00 -0.05 0.15 0.156
H -2.065003 -2.798456 -0.647057 -0.40 0.04 -0.17 0.244
H -1.811464 -4.246968 0.311794 -0.43 -0.29 0.01 0.233
H -0.176797 -1.954416 0.170726 0.09 0.14 0.01 0.219
H 0.072946 -3.302111 1.231519 -0.06 -0.16 0.46 0.187
C -1.646451 1.576290 -1.063125 0.02 0.02 0.04 -0.612
C -0.302264 1.890252 -0.415463 -0.19 -0.02 -0.01 -0.381
C 0.893682 1.472102 -1.282062 -0.38 -0.03 0.18 -0.514
C 0.875628 0.029444 -1.519706 0.21 0.49 0.04 0.324
N 0.860500 -1.106266 -1.660213 -0.02 -0.49 -0.15 -0.381
H -1.775638 0.503374 -1.214788 0.02 -0.01 -0.03 0.210
H -2.465699 1.916413 -0.430532 -0.01 0.00 -0.01 0.223
H -1.740075 2.069912 -2.032121 0.00 -0.01 -0.01 0.205
H -0.242672 1.390115 0.553637 0.06 0.01 0.01 0.210
H -0.230418 2.962564 -0.227179 0.08 0.00 -0.01 0.210
H 1.828502 1.724600 -0.788609 0.09 0.01 -0.04 0.247
H 0.879357 1.983612 -2.243010 0.07 0.02 -0.04 0.263
C 6.109671 4.180563 -0.793523 -0.02 -0.01 0.03 -0.614
C 5.624811 2.863531 -0.198713 0.08 0.17 0.00 -0.378
C 5.327574 1.801337 -1.263525 -0.05 0.14 0.12 -0.513
C 4.275707 2.247492 -2.179203 0.40 -0.28 0.22 0.300
N 3.444122 2.595055 -2.883698 -0.34 0.21 -0.30 -0.350
H 5.350927 4.631082 -1.434478 0.00 -0.03 -0.03 0.217
H 6.339008 4.895088 -0.003674 0.02 0.00 0.00 0.219
H 7.013238 4.033888 -1.387700 0.00 0.01 -0.01 0.205
H 4.726993 3.040953 0.396432 -0.01 -0.06 0.01 0.206
H 6.382837 2.468545 0.479091 -0.02 -0.08 -0.01 0.211
H 5.000289 0.870924 -0.798428 0.00 -0.04 -0.04 0.253
H 6.221548 1.584783 -1.849390 0.01 -0.02 -0.03 0.247



49
Properties=species:S:1:pos:R:3:forces:R:3:nbo_charge:R:1 method="wB97M-V/def2-TZVPD" charge=+3 multiplicity=5 lumo_energy_ev="-12.12 / -14.72" s_squared=6.035 energy_ha=-2553.84365 max_force_ev_per_a=5.17 de_lowest_kj_mol=111.3
I -2.883699 0.372096 -2.657504 1.29 0.11 0.61 0.381
I 1.846333 0.514027 -3.385789 -0.43 -0.01 0.14 0.338
Ru -0.315658 0.395920 -1.826527 -0.28 0.16 -2.39 -0.214
P -0.509759 -1.873594 -2.218991 -0.18 -2.21 0.49 1.117
C -1.106928 -2.695983 -0.695019 0.33 0.04 -0.21 -0.954
C -1.591847 -2.558398 -3.532599 0.03 0.58 0.00 -0.945
H -1.347158 -3.613256 -3.732949 0.02 0.39 0.20 0.282
H 0.900581 -3.746731 -2.810982 0.24 0.21 0.19 0.279
H -1.443868 -1.962616 -4.441115 -0.13 -0.27 0.01 0.261
H 1.549603 -2.194256 -3.429522 -0.04 -0.34 0.07 0.245
H -1.861941 -2.063979 -0.205210 0.06 -0.53 -0.19 0.248
H -2.633066 -2.465074 -3.205647 0.24 -0.20 -0.21 0.266
C 1.078579 -2.689547 -2.572203 -0.05 0.03 0.07 -0.938
H -1.482612 -3.691186 -0.956906 -0.10 0.19 0.28 0.279
H 1.728445 -2.578226 -1.692333 0.00 -0.23 -0.43 0.246
H -0.237852 -2.810159 -0.033211 -0.42 -0.08 -0.07 0.233
P -0.432916 2.713816 -2.204065 -0.04 2.82 0.19 1.070
C -0.671105 3.436136 -0.554033 0.00 0.22 0.02 -0.959
C 0.987406 3.708288 -2.860085 0.08 -0.59 0.08 -0.935
H -1.808343 2.914258 -4.195139 -0.08 0.22 0.08 0.260
H -1.558379 4.504791 -3.414325 0.03 -0.32 0.14 0.277
H -2.747013 3.343279 -2.735183 0.25 0.10 -0.20 0.261
C -1.776889 3.443206 -3.235644 0.00 -0.47 0.16 -0.937
H 1.284917 3.281152 -3.824437 0.01 0.26 0.02 0.246
H 0.728680 4.768862 -3.014403 -0.09 -0.48 0.19 0.281
H -0.543247 4.522353 -0.619111 -0.08 -0.15 0.17 0.274
H 0.081209 3.009794 0.122025 -0.13 0.23 -0.10 0.234
H 1.832313 3.638195 -2.169802 -0.01 0.04 -0.08 0.256
H -1.673337 3.199594 -0.178734 0.17 0.09 -0.05 0.255
C -1.002153 0.411596 -0.131922 -2.80 0.17 2.93 0.687
O -1.477472 0.426025 0.931408 1.52 -0.07 -2.49 -0.478
O 1.900977 -1.902132 0.305966 0.61 -1.18 -0.69 -0.083
C 1.553449 -0.799344 0.759577 -0.85 4.64 1.14 0.736
O 1.326709 0.291615 0.144683 0.67 -2.47 0.16 -0.613
C 1.339754 -0.760956 2.274210 -0.04 -0.17 1.24 -0.166
C 1.421316 -1.933173 3.038796 -0.32 0.05 0.84 -0.048
C 1.050331 -1.919835 4.400822 -0.19 1.52 -0.73 0.058
C 0.624161 -0.750484 5.047166 0.17 -0.37 -0.49 -0.075
C 0.597848 0.416901 4.277322 0.51 -0.95 -0.60 -0.030
C 0.992761 0.439845 2.921475 -0.13 0.08 -0.37 -0.002
N 0.140083 1.648554 4.869463 1.42 1.90 -4.59 0.470
O -0.278808 1.597679 6.048486 -0.60 0.72 1.22 0.215
O 0.162111 2.699368 4.205453 -0.55 -2.51 2.96 -0.134
N 1.044473 -3.149618 5.149795 0.01 -3.62 2.84 0.473
O 1.425907 -4.193219 4.594908 -0.61 2.39 0.29 -0.294
O 0.655870 -3.120418 6.343535 0.75 0.76 -2.89 -0.299
H 1.762816 -2.870218 2.612639 -0.12 -0.09 0.09 0.293
H 0.337454 -0.742728 6.095668 0.04 -0.37 -0.03 0.306
H 1.029954 1.387756 2.389998 -0.15 -0.23 -0.02 0.275



38
Properties=species:S:1:pos:R:3:forces:R:3:nbo_charge:R:1 method="wB97M-V/def2-TZVPD" charge=0 lumo_energy_ev=0.70 energy_ha=-750.70715 max_force_ev_per_a=17.91 de_lowest_kj_mol=1626.6
C -6.028076 -1.442703 0.599027 3.39 0.11 -2.27 -0.275
H -6.018774 -1.749696 -0.539048 0.38 0.02 2.32 0.192
O -5.298920 -0.097956 0.616983 -7.10 -3.35 2.74 -0.480
C -4.125392 -0.079180 0.152073 -2.35 -5.90 -1.47 0.259
C -3.586601 1.037571 0.176941 -1.90 14.06 5.24 -0.126
C -2.381445 1.389456 -0.049390 4.87 1.87 -0.76 -0.275
C -1.662931 0.344366 -0.532945 5.75 4.80 -3.21 0.274
C -2.164651 -0.768934 -0.972855 -10.14 5.56 6.20 -0.197
C -3.482824 -1.027009 -0.515222 2.57 -4.52 -1.67 -0.286
H -3.792007 -2.089539 -0.567743 -0.23 0.96 -0.16 0.221
H -1.616752 -1.365965 -1.300747 8.05 -9.59 -5.79 0.189
O -0.408303 0.701492 -1.290821 -3.71 -6.34 0.19 -0.539
C 0.439578 1.615326 -1.071646 -2.38 9.68 5.96 0.015
C 0.964792 1.981212 0.527151 -1.89 -8.03 -4.29 -0.205
N 1.699049 0.745871 0.824715 -1.29 -2.25 3.81 -0.681
H 1.069296 -0.110014 1.053293 1.37 2.27 -0.64 0.357
C 3.022716 0.349619 0.364614 -1.58 5.70 -0.63 -0.039
C 2.901784 -0.436113 -0.874364 2.76 2.54 -5.00 -0.404
H 3.575820 0.209133 -1.839527 -2.22 -1.82 2.52 0.160
H 1.883232 -0.512150 -1.158105 -0.75 -0.08 -0.65 0.226
C 3.598317 -1.689288 -0.666094 -3.73 1.94 10.40 -0.356
H 2.822022 -2.277079 0.051294 1.77 0.06 -2.29 0.168
H 4.079959 -2.069668 -1.381333 3.32 -3.76 -5.46 0.191
C 4.621494 -1.188929 0.621073 2.69 2.69 -16.28 -0.351
H 5.078081 -1.895400 0.793673 7.49 -12.99 4.86 0.179
H 5.599668 -0.723144 -0.069303 -2.63 -0.14 1.67 0.152
C 3.924519 -0.418456 1.294259 -6.80 12.36 11.04 -0.408
H 4.602364 0.611574 1.805188 -1.88 -3.34 -0.70 0.207
H 3.212928 -0.791461 2.136324 1.48 0.15 -1.12 0.231
H 3.449518 1.449796 0.138221 -0.33 -2.47 0.29 0.191
H 0.108363 2.113651 1.123810 -0.80 0.10 0.98 0.191
H 1.536103 2.763531 0.440394 3.28 4.36 -0.24 0.181
H -0.151825 2.721474 -1.184026 1.36 -1.74 -0.65 0.050
H 1.235800 1.620165 -1.677666 2.94 -0.28 -2.32 0.174
H -1.962807 2.404209 0.038095 -0.33 -0.77 0.02 0.242
H -4.158692 2.193085 0.831108 0.80 -4.03 -2.10 0.166
H -7.045966 -1.318976 0.771495 -1.51 0.83 0.97 0.201
H -5.539440 -2.199855 1.331103 -0.73 1.35 -1.49 0.201